No. 1
A structure of composition C33H29MoN4O4 at a distorted geometry, computed with ωB97M-V/def2-TZVPD.

## Properties
Frontier orbital gap: 5.1 eV
Maximum force: 2.40 eV/A
Highest occupied orbital energy: -16.13 eV
E: -50673.49997 eV
Relative energy (zero: lowest compared OMol25 entry of this formula, charge and spin): 0.0 kcal/mol

ORCA input file:
```
! wB97M-V def2-TZVPD RIJCOSX def2/J DEFGRID3
* xyz 3 1
Mo 0.03288 0.19119 -0.04699
O -0.92173 -0.71442 -1.21228
O 1.57277 0.08650 -1.09932
O 1.04168 0.43280 1.50857
O -0.09308 1.97070 -0.18816
N -1.61635 0.48637 1.19812
N 0.16744 -1.69203 0.82491
N -2.70697 1.34796 2.88028
N 0.71617 -1.72130 2.08231
C 0.62917 0.86373 -3.85784
C 2.49377 0.86082 3.92823
C -0.35754 3.05499 0.57261
C -2.53650 -0.44613 1.65597
C -0.87386 -3.04842 -0.89543
C -2.01530 -2.09760 -2.82635
C -2.32864 -3.38444 -3.24914
C 5.42556 1.20391 -1.93682
C -3.21319 0.08361 2.69803
C 2.89904 0.16183 6.18491
C -1.22490 -4.33202 -1.33376
C -1.30873 3.96907 2.58605
C 4.79223 1.93209 -4.21306
C -1.28764 -1.93641 -1.66558
C -0.83965 5.21579 2.22556
C 1.71684 -0.28944 3.72758
C 4.35795 2.71539 -6.54670
C 2.07131 1.26388 -3.91283
C -0.16218 -2.85929 0.32363
C -1.09739 2.86272 1.75859
C -1.93929 -4.49607 -2.50526
C 3.01279 1.02925 -2.82753
C 1.15295 -0.55222 2.42716
C 1.51355 -1.19898 4.77536
C 2.53107 1.82004 -5.07248
C -0.17534 5.39642 1.01276
C 0.06962 4.31811 0.18614
C -1.75307 1.58980 1.97359
C 2.72003 0.43137 -1.61797
C 3.09117 1.07538 5.15321
C 4.40662 1.39245 -3.01815
C 3.88795 2.15230 -5.26346
C 2.09694 -0.96168 6.00225
H 1.83970 1.99329 -5.88733
H 3.38470 0.32313 7.13819
H -3.99569 -0.32668 3.31284
H 3.70558 1.94987 5.31649
H -0.93873 -5.18918 -0.73655
H -2.88889 -3.52016 -4.16434
H 4.68909 3.74919 -6.40056
H 3.56347 0.19171 -0.97188
H 0.08611 1.43400 -3.10740
H -2.33338 -1.22701 -3.38590
H -1.00700 6.06163 2.87784
H 0.53626 -0.20154 -3.64545
H 1.92948 -1.64439 6.82357
H -2.20105 -5.48867 -2.84459
H 2.63571 1.55263 3.10748
H -2.66210 -1.40490 1.18347
H 0.89992 -2.07293 4.60513
H 0.14979 6.38475 0.71863
H 0.11635 -3.72668 0.91559
H -1.84812 3.86263 3.51871
H 0.60152 4.43251 -0.74962
H 5.83062 2.20054 -4.36346
H 5.15107 1.73810 -1.02557
H 3.59022 2.70041 -7.31494
H 6.39288 1.57847 -2.25954
H 5.55245 0.14843 -1.68392
H 5.24325 2.17819 -6.89515
H 0.15933 1.06088 -4.81869
H -3.02144 2.00093 3.58218
*
```

=====

No. 2
A structure of composition C33H29NO6PS2Zr at a distorted geometry, computed with ωB97M-V/def2-TZVPD.

## Properties
Frontier orbital gap (alpha / beta): 5.3 / 7.7 eV
Maximum force: 2.07 eV/A
Highest occupied orbital energy (alpha / beta): -5.38 / -7.81 eV
E: -80710.48450 eV
Relative energy (zero: lowest compared OMol25 entry of this formula, charge and spin): 7.2 kcal/mol

ORCA input file:
```
! wB97M-V def2-TZVPD RIJCOSX def2/J DEFGRID3
* xyz 0 2
Zr -0.81583 -0.91709 0.70841
S -2.29136 -3.03985 0.99568
S 0.21898 -0.07342 3.20723
P 1.98932 -1.30692 0.70124
O -0.29176 -2.01847 -0.91515
O -0.40085 -1.37682 2.79730
O 0.10986 0.73498 1.95925
O -0.27364 0.50966 4.40320
O -2.60294 0.23759 0.71617
O -1.03118 0.80672 -0.66233
N -1.63466 -1.94869 -1.34349
C -3.92103 -2.65459 -2.75645
C 4.06149 -1.14865 2.59677
C -2.80057 2.40271 -0.35020
C 3.83952 1.52899 -2.38971
C -3.49984 3.01437 0.69890
C 2.59507 -2.96694 0.34086
C 3.50993 0.93302 -0.08284
C 2.71899 -0.90708 2.35085
C -4.08691 4.82991 -0.80046
C 3.50487 -5.55133 -0.11173
C -2.92441 -1.86752 -3.34125
C 3.85719 -3.17829 -0.21445
C -2.61309 -2.76956 -0.71605
C -4.80168 6.12945 -1.04620
C 4.31147 -4.46829 -0.44027
C 2.47420 -0.16094 4.65892
C -2.72706 2.99004 -1.62441
C -3.73057 -3.07658 -1.41423
C 3.12434 0.40273 -2.78037
C 1.94330 -0.40981 3.40353
C 4.61345 -0.89750 3.85048
C -3.38952 4.19901 -1.81964
C -2.01378 2.38956 -2.80723
C 3.82690 -0.40941 4.87465
C 2.80669 -0.20103 -0.47044
C 2.24482 -5.34325 0.42865
C -3.57661 2.43979 2.08937
C -1.79332 -1.51756 -2.66760
C -4.12246 4.23040 0.44969
C 2.60195 -0.45594 -1.82816
C 1.78423 -4.05237 0.65004
C 4.02634 1.79499 -1.04271
C -2.13294 1.10180 -0.09943
H 1.60680 -6.18363 0.66728
H 2.96607 0.19558 -3.83075
H -4.81617 -2.91967 -3.29617
H -3.35359 4.65366 -2.80309
H 0.78092 -3.91498 1.04004
H 4.69646 -1.54386 1.81371
H 4.24307 2.19944 -3.13723
H 2.02697 -1.31902 -2.14394
H -5.88259 5.97550 -1.06851
H -0.93211 2.43356 -2.69558
H 5.28889 -4.62895 -0.87590
H -3.03200 -1.50663 -4.35725
H -4.64814 4.71735 1.26397
H 4.48024 -2.33561 -0.48952
H 4.25621 -0.21955 5.84957
H -2.61101 2.08526 2.44882
H -2.29895 2.93349 -3.70753
H -4.59502 6.85454 -0.25815
H 5.66451 -1.09112 4.02093
H 4.57307 2.67645 -0.73452
H -4.25483 1.58781 2.12692
H 3.85734 -6.55910 -0.29004
H -2.27578 1.34029 -2.94126
H 3.65932 1.16175 0.96475
H -0.98071 -0.92559 -3.05252
H -3.93545 3.20618 2.77513
H -4.50599 -3.62428 -0.89505
H 1.84376 0.22192 5.44705
H -4.50818 6.57138 -1.99752
*
```

=====

No. 3
A structure of composition C33H30F5GeIrNO7P2 at a distorted geometry, computed with ωB97M-V/def2-TZVPD.

## Properties
Frontier orbital gap (alpha / beta): 8.3 / 7.0 eV
Maximum force: 1.07 eV/A
Highest occupied orbital energy (alpha / beta): -8.40 / -8.53 eV
E: -142054.76234 eV
Relative energy (zero: lowest compared OMol25 entry of this formula, charge and spin): 0.0 kcal/mol

ORCA input file:
```
! wB97M-V def2-TZVPD RIJCOSX def2/J DEFGRID3
* xyz 0 2
Ir -0.26738 -0.31931 0.24003
Ge 0.73176 1.73305 1.21980
P 2.57675 -1.47385 -1.32214
P -0.28481 -1.30052 -2.32749
F -2.45218 1.07517 5.64734
F -2.11914 -1.17089 7.14545
F -1.02054 -3.38516 6.00524
F -1.69453 1.15131 3.11709
F -0.24784 -3.33547 3.42703
O 3.38246 -0.34001 -2.08554
O -0.84975 -2.24394 -1.29697
O -0.50644 -1.22024 1.90940
O -1.00950 -1.41674 -3.74336
O -0.21162 0.14037 -1.83339
O 1.81888 -0.88937 -0.15526
O 3.34534 -2.73506 -1.13531
N 1.26833 -3.46141 -2.48744
C 3.67822 1.74652 0.93729
C 4.88580 2.06245 0.32101
C 1.92878 -1.67291 -4.08035
C -1.37740 3.78626 1.53093
C 2.48820 2.57613 -0.96346
C 2.46026 1.98997 0.30722
C -2.28798 -0.07581 0.01666
C -1.73988 -1.15035 5.86656
C -1.18249 -2.27511 5.28430
C -4.98666 0.49326 2.62325
C 1.87559 0.95044 5.76497
C -3.78213 1.89296 0.55845
C 1.20115 1.42221 3.09040
C -1.50336 0.01567 3.78111
C -0.93640 -1.09599 3.17060
C -4.80366 2.47930 1.29319
C 0.92931 2.37530 4.07096
C -5.39618 1.79011 2.34183
C -0.79518 -2.24293 3.96104
C -0.09316 3.51790 1.05100
C 2.16267 -0.00352 4.79779
C -1.17844 6.11792 0.97694
C -1.90295 -0.01267 5.10655
C -3.32970 0.61249 0.85861
C 0.10887 5.88216 0.51992
C 3.68902 2.92750 -1.56980
C 4.89577 2.65816 -0.93056
C 1.82918 0.23522 3.47043
C 0.64467 4.60161 0.56383
C 1.37058 -1.95804 -2.69146
C 1.26257 2.14191 5.39876
C -1.91834 5.06485 1.49053
C -3.97617 -0.09124 1.87539
H 1.03297 2.88789 6.14989
H 3.69892 1.31662 1.93116
H 2.12483 0.76474 6.80251
H 1.66364 4.46240 0.22975
H -2.91792 5.23440 1.87280
H -1.59414 7.11769 0.94751
H 1.11192 -3.95909 -3.36010
H 1.55984 2.78131 -1.48636
H 0.43419 3.30200 3.80175
H -1.94128 -1.15705 -3.73289
H 5.81802 1.85380 0.83117
H 1.97459 -0.59795 -4.23941
H -3.67637 -1.11238 2.08864
H 2.94221 -2.06494 -4.17710
H 3.68260 3.39895 -2.54474
H 5.83306 2.91401 -1.40842
H -6.18734 2.25066 2.91972
H -2.41424 0.31605 -0.99792
H 0.48811 -3.63455 -1.83616
H -1.96953 2.99618 1.95191
H 2.18244 -3.71622 -2.03651
H 1.28869 -2.10550 -4.85204
H -5.46300 -0.06704 3.41842
H -2.58984 -1.13095 -0.02287
H 2.03887 -0.53081 2.72837
H 3.58648 0.43231 -1.52733
H 0.70739 6.69991 0.13662
H -3.32675 2.44127 -0.25862
H 2.63785 -0.93698 5.07475
H -5.13911 3.47831 1.04304
*
```

=====

- Among the records above, which one has the lowest maximum force?
  C33H30F5GeIrNO7P2